The following is a DFT calculation (ωB97M-V/def2-TZVPD) of a structure of composition C5H10O2 at a distorted geometry.

Geometry as XYZ:
```
17
Properties=species:S:1:pos:R:3:forces:R:3
C -0.245 2.069 -1.075 -0.0836 0.1147 0.1743
C 0.127 0.602 -0.987 -0.2252 0.1460 0.2088
C 0.119 0.274 0.785 0.1358 0.1814 -0.6445
O -1.030 0.175 1.456 -0.1111 0.6527 -0.4976
C 0.663 -1.014 0.528 0.1456 -0.4222 0.3723
C -0.118 -2.144 0.001 -0.1099 -0.3021 -0.3427
O -1.095 -2.099 -0.710 0.3873 -0.0903 0.4287
H -0.341 2.389 -2.126 0.0401 -0.1796 0.3476
H -1.199 2.200 -0.563 0.0422 0.2804 -0.0969
H 0.520 2.683 -0.592 -0.1858 0.0700 -0.0660
H -0.602 -0.010 -1.526 0.0279 -0.0571 0.7138
H 1.087 0.455 -1.515 -0.0887 -0.1879 0.8552
H 0.877 0.956 1.209 -0.3051 0.1574 -0.3629
H -0.702 -0.818 2.077 -0.8567 1.0703 -0.3606
H -0.157 -1.544 2.253 1.2020 -0.6755 -0.6067
H 1.739 -1.098 0.451 0.2036 -0.2703 0.0318
H 0.357 -3.077 0.332 -0.2186 -0.4882 -0.1546
```
Forces are in eV/Å.

Computed properties:
**Energy relative to the best compared isomer or geometry (same formula, charge and spin)**: 149.77 kcal/mol
**Frontier orbital gap (spin up / spin down)**: 8.538 / 8.539 eV
**Charge**: 0
**Molar mass**: 102.1 g/mol
**E**: -346.7868 Eh

Results of the Mulliken charge analysis, in e, for atoms 1 through 2: number 1, C, carries -1.1986; number 2, C, carries -0.5321

The following is a DFT calculation (ωB97M-V/def2-TZVPD) of the molecule C16H17N3O.

Geometry as XYZ:
```
37
Properties=species:S:1:pos:R:3:forces:R:3
O -1.167 -2.792 1.378 0.2237 -0.2986 0.4159
C -1.336 -1.945 0.525 -0.2877 0.0273 -0.3537
N -0.626 -1.893 -0.641 -0.0926 0.0367 -0.2585
C 0.663 -2.548 -0.738 0.0445 -0.0138 0.0898
C 1.763 -1.592 -0.355 0.1087 0.0037 0.0002
C 2.003 -1.290 0.981 0.1209 0.0527 -0.0921
C 2.982 -0.363 1.295 -0.0255 -0.1118 -0.0929
C 3.680 0.234 0.256 0.0795 -0.0140 0.2437
N 3.454 -0.035 -1.017 0.3508 0.2772 -0.3384
C 2.519 -0.922 -1.310 -0.2243 -0.2992 0.0989
N -2.333 -1.008 0.633 -0.5889 0.1664 0.2149
C -2.361 0.236 -0.084 0.0330 -0.0634 -0.0217
C -1.106 1.040 0.077 0.0496 0.2175 -0.1391
C -0.674 1.341 1.365 -0.0102 0.0439 -0.0681
C 0.498 2.045 1.567 -0.0832 0.0324 0.0777
C 1.259 2.454 0.485 0.0087 0.0819 -0.0723
C 0.843 2.153 -0.799 0.1213 0.1017 0.0005
C -0.332 1.450 -1.002 -0.2170 -0.0049 0.1271
C -3.169 0.274 -1.357 0.0516 0.0235 -0.1740
C -3.689 0.939 -0.118 -0.0031 -0.0703 0.0660
H -0.752 -1.085 -1.229 -0.0268 -0.0280 0.0725
H 0.801 -2.909 -1.761 0.0244 -0.0370 0.1223
H 0.634 -3.395 -0.049 0.0391 0.0417 -0.1986
H 1.427 -1.780 1.753 -0.0747 -0.0571 0.0949
H 3.198 -0.110 2.321 0.0328 0.0447 0.0910
H 4.458 0.961 0.447 0.0541 0.0642 0.1212
H 2.371 -1.112 -2.366 -0.1012 -0.1036 -0.1050
H -2.855 -1.067 1.494 0.1734 -0.0367 -0.0418
H -1.263 1.018 2.210 -0.0526 -0.0517 0.0982
H 0.818 2.275 2.573 0.0350 0.0204 0.0968
H 2.176 3.001 0.641 0.0953 0.0418 0.0138
H 1.440 2.456 -1.646 0.0743 0.0128 -0.0721
H -0.640 1.219 -2.013 -0.0643 -0.0474 -0.0982
H -3.637 -0.647 -1.668 0.0169 -0.1030 0.0732
H -2.845 0.902 -2.171 0.0534 0.1206 -0.0227
H -3.687 2.018 -0.078 0.1152 0.0489 0.0040
H -4.516 0.478 0.401 -0.0538 -0.1193 0.0263
```
Forces are in eV/Å.

Computed properties:
**Energy relative to the best compared isomer or geometry (same formula, charge and spin)**: 13.55 kcal/mol
**Frontier orbital gap**: 9.776 eV
**Charge**: 0
**SMILES**: O=C(NCc1cccnc1)NC1(c2ccccc2)CC1
**Molar mass**: 267.3 g/mol
**E**: -859.4185 Eh

Results of the Mulliken charge analysis, in e, for atoms 1 through 2: number 1, O, carries -0.6903; number 2, C, carries 0.3800

The following is a DFT calculation (ωB97M-V/def2-TZVPD) of a structure of composition C13H22FIN3S.

Geometry as XYZ:
```
41
Properties=species:S:1:pos:R:3:forces:R:3
F 4.250 1.564 0.049 -0.0416 -0.0351 -0.0519
C 4.644 0.590 -0.878 -0.1285 0.2331 -0.1623
S 3.234 -0.504 -1.109 -0.2137 0.0969 -0.2703
I 6.133 -0.646 0.408 0.4402 -0.2561 0.3572
H 2.764 -0.657 0.141 -0.0388 -0.0944 0.1481
C 2.368 -4.226 4.051 0.0023 0.0050 -0.0203
C 3.694 -4.013 3.333 -0.0673 -0.0327 0.0091
C 4.245 -2.593 3.500 0.2392 -0.1649 -0.0180
C 3.342 -1.594 2.955 -0.2433 0.2901 -0.1561
N 2.612 -0.826 2.512 -0.0768 -0.0609 0.2287
H 1.598 -3.566 3.649 -0.0061 0.0111 -0.0022
H 2.022 -5.253 3.932 -0.0088 -0.0050 -0.0012
H 2.463 -4.025 5.121 0.0031 0.0079 0.0071
H 3.574 -4.218 2.268 0.0185 0.0115 -0.0178
H 4.439 -4.714 3.712 0.0416 0.0284 -0.0093
H 5.196 -2.477 2.975 -0.0056 0.0312 -0.0088
H 4.412 -2.365 4.556 0.0033 0.0009 -0.0031
C -0.583 0.864 -1.232 -0.1145 0.0657 0.0904
C -1.106 0.984 0.195 -0.0242 -0.0578 -0.0617
C -0.267 0.216 1.223 0.0932 0.2749 -0.0278
C -0.232 -1.212 0.940 0.1054 -0.1051 -0.0996
N -0.207 -2.328 0.677 -0.1179 -0.1790 0.0371
H -0.600 -0.172 -1.573 0.0234 -0.0239 0.0125
H -1.207 1.453 -1.905 0.1268 -0.0702 -0.0231
H 0.443 1.222 -1.315 0.0179 -0.0266 0.0154
H -2.138 0.623 0.246 -0.0295 0.0190 0.0086
H -1.121 2.035 0.495 0.0173 -0.0046 0.0449
H -0.668 0.348 2.229 0.0579 0.0240 0.0212
H 0.766 0.574 1.225 -0.0211 -0.0487 0.0402
C -5.468 3.339 -4.467 -0.0115 -0.0318 -0.0043
C -5.123 2.444 -3.284 -0.0178 0.0354 -0.0459
C -3.833 2.869 -2.574 -0.1083 -0.0708 0.1329
C -2.678 2.815 -3.462 0.0604 0.0679 -0.1893
N -1.790 2.770 -4.187 -0.0108 0.0355 -0.0770
H -4.691 3.296 -5.231 0.0215 0.0185 0.0075
H -6.405 3.026 -4.927 -0.0112 0.0044 -0.0061
H -5.578 4.379 -4.155 0.0063 0.0089 0.0027
H -5.020 1.410 -3.618 0.0093 -0.0168 0.0134
H -5.934 2.464 -2.554 0.0207 -0.0082 0.0369
H -3.627 2.217 -1.722 -0.0062 0.0293 0.0238
H -3.922 3.889 -2.196 -0.0050 -0.0072 0.0186
```
Forces are in eV/Å.

Computed properties:
**Frontier orbital gap**: 5.425 eV
**Charge**: -1
**Molar mass**: 398.3 g/mol
**E**: -1468.5389 Eh

Results of the Mulliken charge analysis, in e, for atoms 1 through 2: number 1, F, carries -0.1849; number 2, C, carries -0.2425